{
  "formula": "C2H6NO5S2",
  "method": "ωB97M-V/def2-TZVPD",
  "charge": -1,
  "homo_lumo_gap_ev": [7.69, 7.69],
  "de_lowest_kcal_mol": 46.4,
  "e_homo_ev": [-4.79, -4.79],
  "lumo_energy_ev": [2.9003, 2.9001],
  "symbols": ["C", "C", "N", "O", "O", "O", "O", "O", "S", "S", "H", "H", "H", "H", "H", "H"],
  "coordinates": [[0.539612, 1.264025, -1.088905], [-0.482068, -0.769728, -0.318148], [-0.489975, 0.591752, -0.514897], [-1.837657, -1.151241, -3.255361], [-3.113562, 0.416105, -0.154789], [-2.218990, 2.449178, -1.166351], [-1.284910, -3.307579, -2.184860], [0.511332, -1.747333, -2.864323], [-2.300267, 0.976365, -1.238565], [-0.888752, -1.972724, -2.548268], [0.243867, 2.434481, -1.115051], [1.432450, 1.190321, -0.325645], [0.976528, 1.049103, -2.145032], [0.477053, -1.256730, -0.168107], [-1.138917, -0.980354, 0.536714], [-0.974320, -1.519977, -1.183043]],
  "atomic_forces_ev_per_a": [[4.12, 4.11, -0.67], [0.91, 2.30, 2.67], [-2.87, -3.47, -0.07], [0.37, -0.51, 0.23], [0.16, -0.34, -0.13], [-0.04, -0.55, -0.36], [0.01, -0.35, -0.25], [-0.72, -0.16, 0.28], [-0.38, 1.94, 0.90], [0.53, -0.59, -2.21], [0.62, -2.62, 0.07], [-1.11, 0.30, -1.56], [-1.06, -0.25, 1.53], [0.29, -0.01, -0.42], [-0.47, -0.53, -0.77], [-0.36, 0.73, 0.76]],
  "mulliken_charge": [-0.69, -0.94, -0.14, -0.52, -0.58, -0.62, -0.58, -0.56, 0.67, 1.03, 0.24, 0.30, 0.25, 0.44, 0.39, 0.34]
}